## 1
Molecular formula: C3H7N5
Method: DFT, ωB97M-V/def2-TZVPD

## Properties
- HOMO level: -0.3383 hartree
- Kohn-Sham gap: 9.16 eV
- Structure (SMILES): CC1(C)N=NN=NN1

Geometry as ORCA input:
```
! RIJCOSX wB97M-V def2-TZVPD def2/J DEFGRID3
* xyz 0 1
H -0.362 1.923 1.099
N -0.787 -1.092 0.523
N -0.616 1.216 0.312
H 0.625 -1.070 -1.748
H 1.066 0.551 -1.742
C 0.393 -0.152 -1.390
H 2.155 -0.986 0.634
N -1.888 1.169 0.072
N -2.458 0.115 -0.330
H 0.990 -0.777 1.888
C 0.176 -0.207 0.157
H 1.857 0.531 1.278
N -1.946 -0.987 0.124
C 1.375 -0.325 0.999
H -0.580 0.093 -1.876
*
```

***

## 2
Molecular formula: C3H7N5
Method: DFT, ωB97M-V/def2-TZVPD

## Properties
- HOMO level: -0.3346 hartree
- Kohn-Sham gap: 9.55 eV

Geometry as ORCA input:
```
! RIJCOSX wB97M-V def2-TZVPD def2/J DEFGRID3
* xyz 0 1
N -0.829 -1.533 -0.120
H 1.260 -2.683 -0.495
H -1.453 -2.097 -0.611
C 0.649 -1.613 0.046
C -1.200 -0.139 0.056
N 0.035 0.519 -0.213
N -2.470 0.357 0.190
N 0.052 2.024 0.035
C 1.208 -0.177 -0.106
N 2.316 0.419 0.010
H 0.152 2.537 -1.026
H -2.485 1.342 0.175
H 2.968 -0.299 0.627
H 0.962 2.057 0.632
H 0.929 -1.771 1.411
*
```

***

Ordering by calculated energy gives the sequence 2, 1, with the first entry being the most stable.